DFT (wB97M-V/def2-TZVPD) results for a structure of composition C16H28BF4LiO8 at a distorted geometry.

```
58
Properties=species:S:1:pos:R:3:forces:R:3:mulliken_charge:R:1
Li 3.74005 0.67017 -1.02569 -1.116 0.390 0.372 0.8606
B 0.48805 0.83517 -0.90169 -1.749 1.974 -0.646 0.4040
F 0.21805 0.62417 0.42631 -0.033 -0.073 1.094 -0.0958
F 1.61805 0.19217 -1.26069 2.848 -1.652 -0.721 -0.3450
F -0.56995 0.37617 -1.68569 -0.180 -0.165 -0.245 -0.3803
F 0.70005 2.21517 -1.17469 -0.160 -0.157 0.144 -0.5107
C -2.54395 -2.38683 0.52031 -4.977 2.764 0.983 -0.4736
O -2.04195 -1.38683 1.39031 4.740 0.388 -1.186 -0.4379
H -1.83995 -2.94083 0.03131 1.858 -1.516 -1.265 0.2623
H -3.24695 -1.80283 -0.24769 1.424 -1.648 1.168 0.1332
H -3.22195 -3.00483 1.18631 0.752 0.249 -1.080 0.2406
H -1.02295 -1.22583 1.07531 -3.878 -0.202 1.407 0.2433
C -3.30995 2.03717 -3.01469 -4.123 -1.267 2.990 -0.5002
O -2.12295 2.63917 -2.72069 -1.246 1.957 1.064 -0.4634
H -4.14495 2.76517 -2.76569 1.040 -0.452 -0.587 0.2421
H -3.71795 1.12417 -2.23069 1.760 1.897 -2.117 0.1297
H -3.45795 1.72817 -4.03369 0.189 -0.346 -0.497 0.2899
H -1.42995 2.14717 -3.05169 2.332 -1.740 -0.774 0.2615
C 3.72605 3.66217 -2.07869 -4.101 -1.036 5.444 -0.7503
O 3.35705 2.26817 -2.22269 0.197 0.101 -0.021 -0.3659
H 4.02005 4.02417 -2.92769 2.588 1.963 -4.758 0.3999
H 4.36905 3.72317 -1.20269 0.522 0.016 -0.544 0.2747
H 2.84305 4.36317 -1.78269 0.935 -1.606 -0.378 0.2487
H 2.63005 2.16117 -2.86169 0.191 0.210 0.584 0.2009
C 2.79905 2.41017 1.27531 -2.333 -4.011 -2.762 -0.2845
O 3.26205 1.01517 1.01331 -1.196 -2.227 1.078 -0.5788
H 3.71205 2.81717 1.36731 2.727 2.493 1.327 0.2619
H 2.13905 2.25917 2.18231 0.481 1.457 -1.414 0.2650
H 2.49105 2.56917 0.16931 -1.050 1.186 2.535 0.0485
H 2.56105 0.41117 1.43531 1.601 1.100 -1.171 0.2955
C -0.35995 0.73817 6.73531 -0.116 0.077 1.158 -0.2879
C -0.13995 0.04717 5.60531 -0.036 3.170 -3.934 -0.8811
C -0.18195 0.75917 4.32431 -0.149 -0.036 -0.351 0.4478
C -0.58395 2.08317 4.35431 1.149 -1.002 -3.285 -0.0120
C -0.82495 2.72817 5.54531 -0.331 2.052 -3.919 -0.7155
C -0.71195 2.12417 6.66631 0.009 -3.109 7.282 0.6427
O -0.98895 2.77317 7.94631 0.353 -0.854 -2.130 -0.5539
O 0.17505 0.18017 3.06931 -0.094 1.900 0.289 -0.4863
H -0.20595 0.09617 7.64331 -0.390 1.394 -0.432 0.2311
H 0.24105 -0.88583 5.59331 0.857 -3.163 0.152 0.4889
H -0.56995 2.59617 3.30731 -0.345 -0.523 2.206 0.2656
H -1.08895 3.72617 5.44231 -0.555 1.804 0.379 0.4686
H -1.28595 2.03817 8.49431 0.030 0.256 0.191 0.2881
H 0.15205 0.89017 2.30431 -0.341 -1.996 2.314 0.1518
C -1.82895 -4.05783 -3.50269 5.452 1.439 -0.811 -0.7701
C -1.14495 -5.15683 -4.05669 -2.400 -0.349 0.442 -0.3669
C 0.24005 -5.19983 -4.09469 -1.857 2.479 -0.502 0.4967
C 0.97105 -4.02483 -3.74969 2.369 -3.239 -0.884 -0.2645
C 0.34105 -2.96183 -3.25669 -0.502 5.339 1.460 0.1306
C -1.07595 -2.87883 -3.21169 -1.123 -2.040 0.460 0.4371
O -1.81295 -1.79483 -2.80569 0.160 -1.611 -0.635 -0.4095
O 0.90405 -6.20283 -4.59569 3.358 -2.125 -0.148 -0.5575
H -2.82895 -4.02883 -3.43969 -3.477 0.078 0.185 0.5579
H -1.90895 -5.92883 -4.44169 2.006 0.603 0.570 0.1788
H 2.11405 -4.06983 -3.90169 -2.026 0.126 0.399 0.2637
H 0.96805 -1.96183 -2.92469 -1.646 -2.629 -0.915 -0.2093
H -1.18795 -1.11283 -2.66069 0.764 1.699 0.651 0.2644
H 0.62205 -6.80483 -5.27269 -1.161 0.212 -0.216 0.3248
```
Positions in Å, forces in eV/Å.

E_tot ... -1660.288058 a.u.
HOMO ... -7.49 eV
Largest force on an atom ... 7.92 eV/A
Total charge ... 0
LUMO ... -0.852 eV
Energy relative to the best compared isomer or geometry (same formula, charge and spin) ... 0.000 eV